Molecular formula: C4H8O2
Method: DFT, the ωB97M-V functional and the def2-TZVPD basis

```
14
Properties=species:S:1:pos:R:3:forces:R:3
C 1.968950 0.469568 0.217271 -0.12 -0.08 0.05
C 0.920585 -0.303684 0.472450 0.20 0.10 0.03
O -1.179292 0.133619 1.649184 -0.05 0.11 0.23
C -1.624897 -0.718359 0.585888 -0.14 -0.20 -0.16
C -0.483508 0.187260 0.419421 0.19 -0.16 -0.08
O -0.603051 1.360528 -0.295774 -0.21 0.11 0.14
H 1.835893 1.505725 -0.078883 0.02 -0.15 0.01
H 2.983290 0.092266 0.304754 -0.16 0.02 -0.02
H 0.629961 -0.297427 -2.239263 -0.08 -0.05 -0.08
H 1.040072 -1.341369 0.776914 -0.01 0.17 0.00
H -2.585765 -0.438192 0.153471 0.15 -0.04 0.00
H -1.483967 -1.786617 0.751595 0.02 0.17 -0.03
H 0.058017 -0.591798 -2.611849 0.04 0.00 -0.05
H -1.476286 1.728479 -0.105173 0.14 0.01 -0.04
```
Forces are in eV/Å.

Computed properties:
Maximum force ... 0.006 hartree/bohr
Structure (SMILES) ... C=C[C@@]1(O)CO1.[H][H]
Energy relative to the best compared isomer or geometry (same formula, charge and spin) ... 78.4 kcal/mol
2S+1 ... 1
HOMO energy ... -9.8 eV
LUMO energy ... 0.0347 hartree